(1)
Here is 2 unconnected molecules or ions with the total composition C2H9N3O at a distorted geometry from OMol25. Energies are from wB97M-V/def2-TZVPD.

The max |F| comes out at 2.3 eV/Å. The energy above the lowest of the compared OMol25 structures with the same formula, charge and spin comes out at 1.945 eV. The LUMO energy comes out at 0.635 eV. As for the structure (SMILES): [H]/N=C/N.NCO. Its HOMO energy is -9.25 eV. The calculation puts the frontier orbital gap at 0.363 hartree.

CARTESIAN COORDINATES (ANGSTROEM)
N 1.64515 0.54945 -0.82050
C 1.00616 -0.44800 -1.37547
N 0.39994 -1.61902 -1.06612
H 0.76695 -0.14952 1.34080
H 1.79402 1.20024 -1.63049
H 1.16492 -0.50370 -2.41295
H 0.22790 -2.29560 -1.84250
H 0.12287 -1.96251 -0.18465
N -1.30578 1.17969 0.38713
C -1.04101 0.55170 1.64652
O 0.04072 -0.36948 1.90894
H -1.20806 0.62474 -0.44047
H -0.75733 2.02473 0.20644
H -1.95986 -0.04921 1.86832
H -0.89658 1.26651 2.41500

Results of the natural (NBO) charge analysis, in e, for atoms 1 through 5: -0.750, 0.273, -0.807, 0.478, 0.350

---

(2)
Here is 6 unconnected molecules or ions with the total composition C7H20O6 at a distorted geometry from OMol25. Energies are from wB97M-V/def2-TZVPD.

The max |F| comes out at 8.7 eV/Å. The energy above the lowest of the compared OMol25 structures with the same formula, charge and spin comes out at 4.970 eV. The LUMO energy comes out at 0.300 eV. As for the structure (SMILES): C=C/C=C/CCC=O.O.O.O.O.O. Its HOMO energy is -8.40 eV. The calculation puts the frontier orbital gap at 0.320 hartree.

CARTESIAN COORDINATES (ANGSTROEM)
O 0.46148 -0.67431 -4.27974
C 1.01109 -0.16536 -3.32175
C 0.67187 1.29987 -2.99328
C 0.25433 1.29841 -1.51411
C -0.79835 0.24354 -1.31401
C -0.85449 -0.52756 -0.15449
C -2.12524 -1.19645 -0.09137
C -2.17259 -2.39158 0.46716
H 1.52143 -0.75294 -2.60484
H 1.53851 2.07698 -3.32421
H -0.21908 1.59961 -3.50864
H 1.23812 1.04326 -0.80332
H -0.06701 2.27433 -1.28311
H -1.78076 0.35298 -1.90695
H -0.30177 -0.45800 0.72768
H -3.15590 -0.62451 -0.48862
H -2.99097 -3.13248 0.30608
H -1.34169 -2.62669 1.09289
H -1.47920 4.00434 0.75857
H -0.32461 4.15979 -0.17353
O -1.17819 3.73088 0.01028
H 0.88175 -2.29811 2.86772
H -0.55162 -2.05337 2.79026
O 0.15088 -2.33364 3.36276
H 1.17340 -2.72820 -1.12022
H 0.26380 -3.36923 -0.07226
O 0.88580 -2.63759 -0.18140
H -0.24386 0.72465 3.50894
H 1.12180 0.45626 4.24749
O 0.73042 0.88438 3.52191
H 2.00809 1.20763 2.35653
H 3.28669 1.42199 1.68546
O 2.38586 1.19112 1.43212

Results of the natural (NBO) charge analysis, in e, for atoms 1 through 5: -0.527, 0.434, -0.494, -0.453, -0.193

---

(3)
Here is a molecular structure, C8H13N2O at a distorted geometry from OMol25. Energies are from wB97M-V/def2-TZVPD.

The max |F| comes out at 6.4 eV/Å. The energy above the lowest of the compared OMol25 structures with the same formula, charge and spin comes out at 5.978 eV. Its total charge is +1. The LUMO energy comes out at -3.183 eV. Its HOMO energy is -13.07 eV. The calculation puts the frontier orbital gap at 0.363 hartree.

CARTESIAN COORDINATES (ANGSTROEM)
C 3.88443 0.02723 -0.42889
C 2.96871 1.12353 -0.77450
C 3.37206 -1.13393 0.03500
C 1.77651 1.24073 -0.20300
C 1.87461 -1.05687 0.43109
C -4.01878 -0.23835 -0.60481
C -3.71809 0.91916 0.42023
C -2.71013 -0.01707 -0.07839
N 1.48923 0.30027 0.91307
N -1.57546 -0.54070 -0.14818
O 0.25980 0.37962 1.29632
H 4.94603 -0.05024 -0.80447
H 3.07116 1.83119 -1.61578
H 3.75413 -2.05647 0.09042
H 0.97970 1.88090 -0.48594
H 1.13692 -1.13265 -0.35469
H 1.76905 -1.90250 1.21824
H -4.67485 -1.00013 -0.23250
H -4.27090 0.21316 -1.65229
H -3.55686 1.94266 -0.05799
H -3.98193 0.72341 1.48858
H -0.70913 -0.02976 0.62345
H 2.19473 0.38800 1.60314
H -1.36257 -1.34297 -0.79101

Results of the natural (NBO) charge analysis, in e, for atoms 1 through 5: -0.227, -0.208, -0.149, -0.063, -0.283

---

(4)
Here is 2 unconnected molecules or ions with the total composition C25H42BBr2ClF6N4O11PS2 at a distorted geometry from OMol25. Energies are from wB97M-V/def2-TZVPD.

The max |F| comes out at 2.6 eV/Å. Its total charge is +1. The LUMO energy comes out at -4.041 eV. Its HOMO energy is -10.53 eV. The calculation puts the frontier orbital gap at 0.238 hartree.

CARTESIAN COORDINATES (ANGSTROEM)
C -1.78015 2.05666 5.88744
C -1.96062 1.92796 4.72738
C -1.96164 1.76876 3.27744
C -0.55092 1.86756 2.67787
C 0.28510 0.74463 3.31014
C -0.28978 -0.67932 3.13629
C 0.82890 -1.74739 3.25823
C 0.47548 -2.80637 4.25963
O -0.01602 -3.83974 3.97502
O 0.79727 -2.51225 5.55761
C 0.09828 3.23588 3.11187
P -1.13028 4.67539 3.26401
N -0.43545 6.04611 3.60125
N 1.10465 3.72343 2.15955
C 2.47658 3.26667 2.31736
S 3.24646 3.90958 3.84497
O 2.90692 2.96981 4.87077
O 4.63170 4.06484 3.53748
C 0.59565 3.93836 0.91991
N 1.03750 4.97139 0.15579
Cl 0.33134 5.23373 -1.36007
S 2.28194 6.11326 0.55585
O 1.98218 7.27915 -0.18843
O 2.43596 6.27168 1.95572
C 3.86642 5.43493 -0.23832
F 4.71541 5.15772 0.74596
F 3.56806 4.32850 -0.94254
F 4.34617 6.38292 -1.02871
N -0.41240 3.19896 0.53223
C -0.53855 1.83058 1.12012
C 0.56479 0.95201 0.49873
C 0.73828 1.15913 -1.01319
C 0.98441 -0.14100 -1.75318
F 0.08256 -1.08359 -1.38157
Br 2.74932 -0.79674 -1.24770
C 0.89678 0.08474 -3.31791
F 1.79875 -0.70554 -3.92699
F 1.12526 1.36595 -3.62714
Br -0.83688 -0.48841 -3.99030
B -1.92843 1.23614 0.52673
O -2.10590 -0.10227 0.30466
O -2.87609 2.15844 0.24793
C -4.22039 1.70072 -0.00564
C -4.45876 1.32104 -1.46262
H -1.73452 2.03102 6.94835
H -2.66528 2.48057 2.84492
H -2.40102 0.78563 3.10580
H 1.30537 0.71673 2.94524
H 0.37310 0.90319 4.37843
H -0.82092 -0.80856 2.20360
H -0.97212 -0.84454 3.96727
H 1.76709 -1.28854 3.55260
H 0.96135 -2.21290 2.28865
H 0.30473 -1.73546 5.84655
H 0.49362 3.10780 4.11256
H -2.08179 4.35558 4.24108
H -1.81805 4.74242 2.03436
H 0.56336 5.90699 3.70499
H 2.61990 2.19526 2.41795
H 3.13265 3.60609 1.52768
H 2.67657 5.12415 4.05037
H -0.70019 3.29290 -0.43255
H 0.33653 -0.09126 0.66153
H 1.53420 1.09771 0.96006
H -0.09890 1.65527 -1.51234
H 1.61034 1.77826 -1.19761
H -2.09783 -0.37035 -0.61975
H -4.51602 0.91645 0.67949
H -4.85850 2.54908 0.21480
H -3.53403 1.07731 -1.97494
H -5.02947 2.06845 -1.99489
H -5.04521 0.40628 -1.47425
C 1.92315 -4.93408 -6.02013
O 1.46359 -5.45269 -4.78823
C 0.91355 -4.51234 -3.89303
C -0.50069 -4.85426 -3.44675
O -1.49743 -4.92925 -4.44655
C -1.43731 -5.93415 -5.44728
C -1.57138 -7.37331 -4.98826
O -0.51732 -7.80611 -4.15067
C -0.90290 -8.34955 -2.90476
H 2.99782 -4.73350 -5.97528
H 1.74602 -5.68486 -6.79119
H 1.39402 -4.02010 -6.30400
H 0.93596 -3.50056 -4.31298
H 1.54410 -4.51067 -2.99337
H -0.82562 -4.04080 -2.78883
H -0.50049 -5.75404 -2.82895
H -0.55824 -5.80216 -6.07932
H -2.30079 -5.73772 -6.08798
H -1.55466 -7.99737 -5.89020
H -2.54223 -7.51606 -4.50356
H -1.87009 -7.96495 -2.56974
H -0.15043 -8.06987 -2.16524
H -0.94345 -9.44118 -2.95723

Results of the Mulliken charge analysis, in e, for atoms 1 through 5: -0.117, -1.883, -0.878, 1.522, -1.724

---

(5)
Here is a molecular structure, C17H18ClCrN4O5 at a distorted geometry from OMol25. Energies are from wB97M-V/def2-TZVPD.

The max |F| comes out at 4.4 eV/Å. The energy above the lowest of the compared OMol25 structures with the same formula, charge and spin comes out at 0.000 eV. Its total charge is -1. The LUMO energy (spin up / spin down) comes out at 2.650 / 2.640 eV. The spin multiplicity is 5. Its HOMO energy (spin up / spin down) is -3.58 / -4.29 eV. The calculation puts the frontier orbital gap (spin up / spin down) at 0.229 / 0.255 hartree.

CARTESIAN COORDINATES (ANGSTROEM)
Cr 0.77560 0.96439 -1.23361
O 3.18563 -2.61501 -1.31793
C 2.33716 -3.58689 -0.98453
C 2.90524 -4.87246 -0.87341
C 2.06043 -5.89728 -0.46724
C 0.68230 -5.64837 -0.19592
C 0.12515 -4.35838 -0.28330
C 0.96655 -3.31286 -0.66209
C 0.56011 -1.90901 -0.81294
O 1.52807 -0.99723 -1.04050
N -0.66153 -1.57007 -0.76380
N -0.84905 -0.23823 -0.87788
C -2.08772 0.15852 -0.77307
C -2.45501 1.53366 -0.83069
C -3.74515 1.77158 -0.23745
C -4.19266 3.02491 0.04730
C -3.33826 4.14408 -0.26789
C -2.09928 3.93099 -0.81148
C -1.52554 2.61737 -1.07904
O -0.29724 2.55923 -1.46810
H 2.58157 -1.70422 -1.12943
H 3.89842 -4.99869 -1.15638
H 2.44895 -6.92196 -0.26481
H 0.00271 -6.41675 0.04245
H -0.91307 -4.11562 -0.09412
H -2.85247 -0.65917 -0.72235
H -4.34495 0.87837 0.04139
H -5.14986 3.25897 0.45542
H -3.69644 5.16173 -0.14759
H -1.51831 4.86734 -0.92206
C 0.77690 -0.62146 2.66318
O -0.06713 0.52464 2.81657
C 0.19286 1.55078 1.96383
O 0.99223 1.58578 0.97822
N -0.46017 2.71079 2.33511
N -0.14647 3.90954 1.79223
H 0.84660 -1.05546 3.66905
H 1.82920 -0.43746 2.39576
H 0.36779 -1.30478 1.95925
H -1.13621 2.68878 3.13893
H 0.32863 4.48758 2.47924
H 0.51841 3.73113 1.03050
Cl 2.77512 1.61376 -3.55798
C 2.65257 1.70239 -1.81449
H 2.70668 2.77287 -1.56238
H 3.49162 1.09217 -1.45597

Results of the natural (NBO) charge analysis, in e, for atoms 1 through 5: 1.155, -0.708, 0.386, -0.296, -0.182

---

(6)
Here is a gas-phase ion, C7H7F6N2 (charge +1) at a distorted geometry from OMol25. Energies are from wB97M-V/def2-TZVPD.

The max |F| comes out at 5.5 eV/Å. The energy above the lowest of the compared OMol25 structures with the same formula, charge and spin comes out at 7.138 eV. Its total charge is +1. The LUMO energy (spin up / spin down) comes out at -6.662 / -6.176 eV. Its HOMO energy (spin up / spin down) is -13.78 / -13.86 eV. The calculation puts the frontier orbital gap (spin up / spin down) at 0.262 / 0.282 hartree.

CARTESIAN COORDINATES (ANGSTROEM)
C 1.01683 -0.11397 -0.25263
C -0.31909 1.76114 -0.82880
C -1.09439 -0.93269 -0.10670
C 2.08118 1.95578 -0.72144
C 0.67421 -2.40937 0.40151
C -1.06516 2.50926 0.16554
C -2.20521 -1.99141 0.17328
N 0.81656 1.10014 -0.53627
N 0.10598 -1.14452 0.07653
F -1.42305 1.68908 1.20194
F -0.23043 3.37220 0.64257
F -2.19065 3.09661 -0.13489
F -2.37329 -2.18900 1.46258
F -3.38376 -1.48829 -0.25060
F -1.87518 -3.10415 -0.62582
H 2.07716 -0.55698 -0.20256
H 2.89047 1.51664 -1.15470
H 1.69737 2.89736 -1.18675
H 2.38022 2.18283 0.30421
H 1.50189 -2.26677 1.11197
H -0.20237 -2.94625 0.91264
H 1.12070 -2.93763 -0.45159

Results of the natural (NBO) charge analysis, in e, for atoms 1 through 5: 0.332, 0.334, 0.217, -0.373, -0.451

---

The lowest max |F| belongs to which entry? C2H9N3O

---

Among the records above, which one has the lowest max |F|? C2H9N3O

---

Which of these has the highest max |F|? C7H20O6